{"formula": "C3H7F6N4O", "method": "ωB97M-V/def2-TZVPD", "elements": ["C", "C", "C", "N", "N", "N", "N", "O", "F", "F", "F", "F", "F", "F", "H", "H", "H", "H", "H", "H", "H"], "coordinates": [[-2.48321, -1.90418, -0.41178], [-1.50777, 1.74753, 0.05016], [-2.45281, -0.49090, 0.06589], [3.04704, -0.75092, -0.86041], [1.40941, 0.11418, 1.14003], [3.08656, 1.39923, -0.14157], [2.75393, 0.11795, 0.06630], [-1.73665, 0.39718, -0.45832], [2.01070, -0.89604, -1.79903], [3.16548, -1.98805, -0.29409], [1.94257, -0.17255, 2.31091], [0.63650, -0.93520, 0.83472], [3.23371, 1.95551, 1.01916], [1.99181, 2.04705, -0.72717], [-2.60610, -1.88258, -1.48347], [-3.33284, -2.49417, -0.13158], [-1.67432, -2.46831, 0.02754], [-1.61288, 2.32836, -0.90357], [-0.48001, 1.96029, 0.23863], [-2.32065, 2.17427, 0.55087], [-3.07047, -0.25865, 0.90680]], "homo_lumo_gap_ev": 8.10, "homo_ha": -0.50825, "total_charge": 1}



{"formula": "C24H63N5O7", "method": "ωB97M-V/def2-TZVPD", "elements": ["C", "O", "C", "C", "N", "C", "C", "O", "C", "H", "H", "H", "H", "H", "H", "H", "H", "H", "H", "H", "H", "H", "H", "H", "C", "O", "C", "C", "N", "C", "C", "O", "C", "H", "H", "H", "H", "H", "H", "H", "H", "H", "H", "H", "H", "H", "H", "H", "C", "C", "C", "O", "C", "N", "H", "H", "H", "H", "H", "H", "H", "H", "H", "H", "H", "C", "C", "C", "O", "C", "N", "H", "H", "H", "H", "H", "H", "H", "H", "H", "H", "H", "C", "C", "C", "O", "C", "N", "H", "H", "H", "H", "H", "H", "H", "H", "H", "H", "H"], "coordinates": [[-2.61269, -1.84826, 1.18988], [-1.46229, -2.16216, 1.90584], [-0.80408, -1.09775, 2.57460], [-1.42399, -0.97422, 3.99510], [-0.65745, -1.90481, 4.89392], [0.72144, -1.46861, 5.20165], [1.45000, -2.49032, 6.14445], [1.86050, -3.57803, 5.23705], [2.23028, -4.86901, 5.77328], [-3.09578, -2.74298, 0.79720], [-2.42986, -1.13074, 0.38998], [-3.42510, -1.41643, 1.77434], [-0.86682, -0.14422, 2.05024], [0.26839, -1.28938, 2.60903], [-2.48464, -1.22059, 3.94588], [-1.40696, 0.05233, 4.36116], [-0.48226, -2.69841, 4.29424], [0.70235, -0.50085, 5.70282], [1.37203, -1.33944, 4.33670], [0.72485, -2.80539, 6.89478], [2.18962, -1.89803, 6.68321], [3.13578, -4.71484, 6.36013], [2.56619, -5.59805, 5.03587], [1.39211, -5.23051, 6.36900], [2.30792, 0.42188, 1.16058], [0.95999, -0.05623, 1.13188], [0.71298, -1.10381, 0.13773], [0.66310, -0.59301, -1.32304], [-0.39222, 0.43912, -1.34019], [-0.28905, 1.45798, -2.31314], [0.54026, 2.62158, -1.80274], [0.70593, 3.74984, -2.65359], [-0.36767, 4.68730, -2.73805], [3.06018, -0.36253, 1.07756], [2.47368, 0.97835, 2.08306], [2.32974, 1.02315, 0.25168], [-0.23079, -1.61403, 0.33026], [1.53689, -1.81740, 0.13001], [0.50478, -1.46515, -1.95739], [1.62209, -0.15842, -1.60512], [-0.38893, 0.94573, -0.46644], [-1.34484, 1.61258, -2.53566], [0.03654, 0.92948, -3.20912], [1.57848, 2.29328, -1.85187], [0.33902, 2.86232, -0.75888], [-1.08980, 4.42314, -3.51060], [0.20220, 5.58775, -2.96728], [-0.93587, 4.85440, -1.82299], [-2.13687, -1.66206, -1.64799], [-2.31296, -3.15634, -1.24660], [-1.76921, -4.12878, -2.32201], [-2.48668, -3.73020, -3.43359], [-2.32044, -4.73962, -4.54951], [-1.63298, -3.36787, -0.05418], [-2.51336, -1.42313, -2.64260], [-1.14975, -1.22353, -1.50174], [-2.77475, -1.08414, -0.97925], [-3.36376, -3.35231, -1.03325], [-2.13688, -5.12526, -2.07716], [-0.68710, -4.03644, -2.41473], [-1.30089, -4.63910, -4.92167], [-2.99957, -4.45279, -5.35239], [-2.54650, -5.74489, -4.19394], [-2.03828, -2.78308, 0.66266], [-2.05498, -4.23526, 0.24525], [2.79435, 1.28666, -3.96197], [4.11073, 0.84460, -3.36457], [3.82038, 0.79887, -1.78133], [3.48529, 1.93013, -1.04449], [4.38165, 3.06893, -1.10709], [4.37615, -0.57732, -3.85187], [2.86017, 1.31916, -5.04950], [2.41732, 2.24290, -3.59925], [2.05199, 0.51368, -3.76322], [4.98934, 1.45726, -3.56655], [4.75935, 0.47034, -1.33577], [3.04036, 0.04126, -1.70584], [4.21197, 4.03447, -0.63060], [4.48443, 3.47295, -2.11422], [5.38888, 2.69078, -0.93220], [4.83374, -0.69086, -4.74507], [4.77804, -1.18186, -3.14964], [-3.71063, 5.43742, 0.31979], [-2.65848, 4.35122, 0.05492], [-2.16270, 3.54330, 1.28403], [-1.36030, 2.48705, 0.78991], [-1.26601, 1.33598, 1.62571], [-3.15748, 3.54151, -1.06197], [-4.15240, 5.89628, -0.56474], [-3.31611, 6.11995, 1.07253], [-4.54517, 4.98111, 0.85215], [-1.75955, 4.85399, -0.30178], [-3.01662, 3.10044, 1.79667], [-1.57013, 4.25472, 1.85922], [-0.25734, 0.94324, 1.75394], [-1.71675, 0.45151, 1.17554], [-1.61821, 1.49034, 2.64562], [-3.81714, 2.85558, -0.72367], [-2.47019, 2.87290, -1.37930]], "homo_lumo_gap_ev": 8.88, "homo_ha": -0.30078}